Formula: C5H13N2O
Source: the Open Molecules 2025 dataset
Level of theory: ωB97M-V/def2-TZVPD

The geometry in XYZ format:
```
21
Properties=species:S:1:pos:R:3:forces:R:3
C -0.721 2.165 0.219 0.2 0.1 0.1
O -1.968 2.750 -0.150 -0.1 0.1 -0.2
C -0.671 0.715 -0.280 -0.2 0.3 0.4
C 0.649 0.303 -0.952 -0.5 -0.6 0.2
C 1.603 -0.521 -0.058 0.6 -0.1 0.5
N -0.536 -2.531 -0.237 0.7 0.3 -0.4
C 0.034 -2.183 0.991 -0.4 -0.3 -0.3
N 1.073 -1.252 1.073 -0.1 0.1 -0.1
H -0.625 2.202 1.311 0.0 0.0 0.0
H 0.119 2.748 -0.184 -0.2 -0.1 -0.1
H -1.858 3.690 -0.327 0.1 -0.2 0.1
H -1.515 0.573 -0.953 0.1 0.2 -0.3
H -0.919 0.059 0.563 0.3 0.0 -0.2
H 0.402 -0.298 -1.827 0.0 0.1 -0.2
H 1.199 1.170 -1.308 0.0 0.1 -0.1
H 2.196 -1.231 -0.632 -0.1 -0.1 -0.6
H 2.371 0.136 0.359 -0.2 0.1 0.1
H -0.166 -2.103 -1.066 -0.2 -0.1 0.0
H -1.385 -3.049 -0.352 0.0 0.1 0.4
H -0.360 -2.617 1.885 0.0 -0.1 0.2
H 1.077 -0.727 1.925 -0.1 0.2 0.2
```
Positions in Å, forces in eV/Å.

HOMO level (spin up / spin down) ... -4.7122 / -8.9102 eV
Total charge ... 0
Spin multiplicity ... 2
Energy ... -10420.9407 eV
Gap between HOMO and LUMO (spin up / spin down) ... 5.7 / 9.8 eV

Charge distribution, Mulliken scheme, values in e: -0.45, -0.52, -0.27, -0.84, -0.96, -0.29, -0.46, -0.14, 0.20, 0.32, 0.30, 0.37, 0.28, 0.33, 0.47, 0.31, 0.39, 0.15, 0.16, 0.39, 0.26